# 1
70
Properties=species:S:1:pos:R:3:forces:R:3 method="wB97M-V/def2-TZVPD" total_charge=+2 de_lowest_kcal_mol=0.00 homo_lumo_gap_ev=8.25
Rh 0.901889 0.069153 0.126955 -0.265 0.159 -0.741
C -1.852968 5.590345 4.712333 0.000 0.024 0.013
C -2.029747 5.567933 3.204497 0.034 -0.006 -0.031
N -1.088096 4.639689 2.547221 -0.134 -0.049 0.025
C -1.517748 3.411041 2.239907 0.043 0.148 0.020
C -0.761762 2.437414 1.634412 0.064 -0.087 -0.040
C -1.523217 1.161462 1.321239 -0.212 0.253 0.229
O -2.610018 1.018004 1.834519 0.051 -0.073 -0.103
O -1.028897 0.309939 0.464929 0.394 0.057 0.018
C 0.584925 2.728064 1.335301 -0.072 -0.152 -0.129
O 1.407130 1.933021 0.774746 -0.098 -0.115 0.234
C 1.069812 4.046048 1.692612 -0.022 0.062 0.009
C 2.396213 4.399985 1.415825 0.003 0.028 0.004
C 2.845631 5.653602 1.697374 0.019 0.024 -0.022
F 4.114538 5.958327 1.370009 -0.013 0.038 0.022
C 2.022327 6.638542 2.285741 -0.002 -0.060 -0.006
C 0.720334 6.271031 2.585779 -0.003 0.022 0.035
C 0.223066 4.996178 2.280622 0.124 -0.036 -0.034
N 2.462980 7.941018 2.586994 0.006 0.053 0.020
C 3.882513 8.301265 2.563456 -0.010 -0.038 0.012
C 4.042314 9.717102 3.128825 -0.030 0.012 0.005
N 2.936070 9.974500 4.110728 -0.013 0.018 0.003
C 1.594953 10.047647 3.411578 0.032 -0.015 0.018
C 1.623607 9.077525 2.230668 -0.001 0.001 -0.049
H -2.578007 6.269943 5.159054 0.003 -0.004 -0.004
H -0.852789 5.917806 4.998947 -0.002 -0.013 0.003
H -2.018499 4.598333 5.132202 -0.003 0.004 -0.001
H -1.904165 6.552453 2.756259 -0.003 0.004 0.002
H -3.029929 5.236980 2.935018 -0.001 -0.023 0.020
H -2.548088 3.178441 2.477234 -0.008 -0.008 -0.003
H 3.058236 3.687535 0.942478 -0.010 -0.003 -0.003
H 0.086233 6.984824 3.089745 0.001 -0.002 -0.006
H 4.317826 8.294444 1.561941 -0.002 -0.001 -0.017
H 4.439660 7.593903 3.174724 0.004 -0.024 -0.009
H 3.954573 10.487504 2.365588 0.010 -0.001 -0.005
H 4.996538 9.839999 3.634802 0.000 -0.007 0.010
H 3.110014 10.833422 4.633343 -0.005 0.006 0.002
H 2.912997 9.210752 4.787830 0.004 -0.021 -0.014
H 1.439221 11.078445 3.099986 0.006 0.001 -0.012
H 0.842891 9.776905 4.149366 -0.011 0.014 0.001
H 2.007273 9.573548 1.332024 0.002 0.002 0.002
H 0.610786 8.763322 1.998469 0.000 -0.013 0.017
S 0.776946 -1.847943 -1.267155 0.206 -0.107 0.199
C 2.290702 -1.131739 -1.148724 -0.569 0.240 0.116
N 3.038710 -0.309814 -0.763405 0.265 -0.053 0.101
C 3.582532 -3.738456 2.536647 0.040 0.002 -0.031
C 2.827068 -2.882771 1.554974 -0.083 -0.026 -0.018
O 2.311671 -1.715967 2.276539 0.096 0.050 0.096
P 0.993495 -0.913676 2.035445 0.385 -0.289 0.244
O 1.012736 0.130056 3.204650 -0.145 -0.021 -0.025
C 2.231812 0.715339 3.760307 0.002 0.021 -0.027
C 2.596169 0.010445 5.041352 0.018 -0.012 0.003
O -0.258080 -1.792769 2.236390 -0.027 0.017 -0.170
C -0.645663 -2.443243 3.497593 -0.038 -0.004 0.041
C -0.549783 -3.936390 3.333585 -0.014 0.013 -0.006
H 4.034771 -4.575088 2.003263 -0.016 0.003 -0.002
H 2.926804 -4.141564 3.306693 -0.014 0.019 0.026
H 4.382177 -3.168198 3.008055 -0.007 -0.004 0.011
H 1.983986 -3.411066 1.109673 0.020 -0.006 -0.014
H 3.477214 -2.495236 0.773682 -0.023 -0.040 0.009
H 1.982628 1.762226 3.926133 0.004 0.005 -0.007
H 3.027294 0.653888 3.018921 -0.004 0.007 -0.025
H 1.786829 0.079676 5.767464 -0.004 -0.012 -0.008
H 3.483909 0.475209 5.472069 -0.007 0.010 -0.004
H 2.822906 -1.038208 4.851952 -0.009 0.006 0.016
H -1.666597 -2.112507 3.668380 -0.001 0.016 -0.005
H -0.009701 -2.063674 4.297205 0.014 -0.008 -0.002
H -1.137840 -4.265096 2.478087 0.001 -0.004 0.004
H -0.946341 -4.421870 4.225791 0.013 0.010 0.003
H 0.483076 -4.258080 3.203660 0.017 -0.012 -0.017


# 2
17
Properties=species:S:1:pos:R:3:forces:R:3 method="wB97M-V/def2-TZVPD" total_charge=0 de_lowest_kcal_mol=39.74 smiles="O=C(CCO)NCO" homo_lumo_gap_ev=10.55
O 1.441418 1.597396 0.302189 -0.523 -1.484 -0.722
C 0.438555 0.897271 0.135155 0.646 2.139 1.518
N -0.733098 1.431410 0.658481 -0.304 0.054 -1.432
C -2.051095 0.966323 0.304816 0.376 -2.228 -0.577
O -2.715103 0.713855 1.499130 -1.913 0.257 -0.417
C 0.417636 -0.490786 -0.484972 0.070 -0.060 -1.308
C 1.777415 -1.189565 -0.367081 1.665 0.988 -1.444
O 2.036118 -1.970519 -1.571758 -1.647 0.538 0.546
H -0.683347 2.412435 1.002329 0.268 -1.260 -0.494
H -2.053403 0.063531 -0.470147 0.537 1.421 1.895
H -2.692346 1.632915 -0.211822 -0.214 1.367 -0.383
H -2.183542 0.197581 2.073596 0.915 -0.771 0.683
H 0.084552 -0.359736 -1.575463 0.732 -0.289 1.371
H -0.307204 -1.163163 -0.027089 -0.294 0.360 0.037
H 1.785786 -1.797750 0.541133 0.140 -0.057 -0.137
H 2.628993 -0.442587 -0.364311 -1.211 -0.551 0.604
H 2.808672 -2.498619 -1.444188 0.756 -0.425 0.262


# 3
14
Properties=species:S:1:pos:R:3:forces:R:3 method="wB97M-V/def2-TZVPD" spin_multiplicity=2 total_charge=-1 de_lowest_kcal_mol=22.02 homo_lumo_gap_ev="2.85 / 6.50"
O -0.074382 -0.132730 2.181870 -0.919 0.501 -0.176
C 0.003662 -0.602090 0.983287 2.889 0.316 1.227
C -1.080379 -0.536675 0.011555 -1.471 -0.445 -0.136
C -0.862600 -0.839976 -1.489467 -0.616 0.228 1.813
S -2.450020 -0.336992 -2.324714 0.736 -0.390 0.246
H 0.887974 -1.267797 0.924470 -0.479 -0.379 -1.080
H -1.793653 -1.322627 0.402429 -0.541 0.604 -0.468
H -1.546395 0.459206 0.043619 -0.090 -0.375 0.447
H -0.705267 -1.912079 -1.550547 0.249 0.030 -0.680
H -0.011778 -0.218819 -1.735498 0.206 -0.026 -0.820
H -1.892258 0.038804 -3.471709 0.068 0.064 -0.345
H 3.549693 2.757831 1.653450 0.791 -0.175 -0.186
H 2.505839 2.012994 2.275659 0.620 -1.170 0.144
O 3.469564 1.900951 2.095597 -1.442 1.218 0.015


Electronic energy in eV, matching the order above: -68470.1981; -11925.8183; -18169.1014